The following is a quantum chemistry calculation of one molecule with the formula C6H14N2 at a distorted geometry, from OMol25.

Structure (ORCA input):
```
! RIJCOSX wB97M-V def2-TZVPD def2/J DEFGRID3
* xyz 0 1
C 1.23844 1.70841 1.91420
C 0.57445 1.49519 0.54958
C -0.01647 0.07958 0.42410
C -1.28361 -0.31173 0.41432
N -2.38679 0.34227 1.01785
C 1.02778 -0.83619 -0.21269
C 0.99376 -0.89960 -1.75484
N -0.09193 -1.74189 -2.23321
H 1.60083 2.73454 1.92308
H 2.11119 1.04823 1.99423
H 0.60262 1.45043 2.74967
H 1.32583 1.56099 -0.24054
H -0.10533 2.31447 0.32171
H -1.49184 -1.36550 0.25492
H -2.45501 1.32292 0.77750
H -3.25751 -0.16259 0.94168
H 1.12215 -1.86568 0.15593
H 2.01519 -0.48107 0.10565
H 1.01952 0.16028 -2.07331
H 1.92462 -1.20228 -2.22811
H -0.45020 -2.30408 -1.48768
H -0.82602 -1.29502 -2.76335
*
```

Output
DFT total energy: -346.47756 hartree
Gap between HOMO and LUMO: 8.949 eV
Energy above the lowest of the compared OMol25 structures with the same formula, charge and spin: 130.2 kJ/mol
E_LUMO: 0.937 eV
Highest occupied orbital energy: -8.0 eV

***

The following is a quantum chemistry calculation of a 2-piece molecular cluster, C6H14N2 overall at a distorted geometry, from OMol25.

Structure (ORCA input):
```
! RIJCOSX wB97M-V def2-TZVPD def2/J DEFGRID3
* xyz 0 1
C 0.79048 -1.65981 1.60278
C -0.72509 -1.02285 1.40949
C -0.56152 -0.45627 -0.88732
C 0.95690 -0.73858 -1.29525
C 0.13187 2.00970 0.29253
C -0.75405 2.22920 -0.99610
H 0.99832 -2.66095 0.87870
H 1.56631 -0.82343 1.28329
H 1.07916 -2.26319 2.61102
H -0.80199 -0.59362 2.51665
H -1.61132 -1.58457 1.39860
H -0.97385 0.19181 -1.56519
H -0.95920 -1.30213 -1.08160
H 1.33638 -1.68044 -0.53589
H 1.10902 -0.89165 -2.31068
H 1.49067 0.25896 -0.75964
H 0.71855 2.99057 0.61743
H 0.28395 2.49241 -2.07392
H -1.60197 1.37998 -1.40541
H -1.52863 3.17366 -1.10052
N -1.00883 0.00216 0.44182
N 0.06486 0.94906 0.95922
*
```

Output
DFT total energy: -346.19710 hartree
Gap between HOMO and LUMO: 10.039 eV
Energy above the lowest of the compared OMol25 structures with the same formula, charge and spin: 866.6 kJ/mol
E_LUMO: 0.836 eV
Highest occupied orbital energy: -9.2 eV

***

The following is a quantum chemistry calculation of a 3-piece molecular cluster, C6H14N2 overall at a distorted geometry, from OMol25.

Structure (ORCA input):
```
! RIJCOSX wB97M-V def2-TZVPD def2/J DEFGRID3
* xyz 0 1
C -0.89162 -1.99536 1.55828
C 1.42486 1.63126 -1.01675
C -0.52315 1.14660 1.41759
C 0.47058 1.68835 -2.17183
C 0.71191 -0.74623 0.00660
C 0.15635 0.10682 0.66565
N 1.33398 -1.67281 -0.72730
N -2.24690 -1.97021 1.22055
H 1.09562 -1.67500 -1.71001
H 2.32993 -1.75139 -0.57181
H -2.77143 -1.18515 1.58018
H -2.44584 -2.11465 0.24017
H -0.67357 -1.74635 2.58962
H -0.33610 -2.82977 1.15008
H 1.44679 2.49971 -0.36339
H 2.41608 1.23606 -1.22493
H -1.35357 0.74458 2.00446
H 0.17475 1.63359 2.10133
H -0.90471 1.91079 0.73778
H -0.55584 1.89379 -1.84157
H 0.70452 2.45908 -2.92771
H 0.43737 0.73629 -2.71698
*
```

Output
DFT total energy: -346.28305 hartree
Gap between HOMO and LUMO (spin up / spin down): 6.299 / 7.498 eV
Energy above the lowest of the compared OMol25 structures with the same formula, charge and spin: 640.9 kJ/mol
E_LUMO (spin up / spin down): 0.881 / 0.875 eV
Highest occupied orbital energy (spin up / spin down): -5.4 / -6.6 eV

***

The following is a quantum chemistry calculation of one molecule with the formula C6H14N2 at a distorted geometry, from OMol25.

Structure (ORCA input):
```
! RIJCOSX wB97M-V def2-TZVPD def2/J DEFGRID3
* xyz 0 1
H 1.39379 2.21004 -0.51399
N 0.95921 1.40172 -0.95681
C 1.20464 0.28215 -0.32957
C 1.70909 0.20954 1.08702
C 0.45638 -0.84803 -0.85108
C 0.88117 -2.23619 -0.44023
N -1.17203 -0.63330 -0.29930
C -1.66512 0.67569 -0.46681
C -1.88414 1.40404 0.85463
H 2.53956 -0.49396 1.15760
H 2.04652 1.18260 1.44354
H 0.92181 -0.14459 1.75378
H 0.33954 -0.75069 -1.93430
H 0.80766 -2.36291 0.63996
H 0.24652 -2.97846 -0.92345
H 1.90945 -2.43061 -0.74944
H -1.64994 -1.26555 -0.93391
H -0.71684 1.29148 -0.98702
H -2.55616 0.71630 -1.09941
H -2.59980 0.87813 1.48817
H -2.23582 2.42091 0.67582
H -0.93548 1.47170 1.38481
*
```

Output
DFT total energy: -346.45330 hartree
Gap between HOMO and LUMO: 9.473 eV
Energy above the lowest of the compared OMol25 structures with the same formula, charge and spin: 193.9 kJ/mol
E_LUMO: 1.063 eV
Highest occupied orbital energy: -8.4 eV